{
  "formula": "C18H31F3N8O5P2S",
  "method": "ωB97M-V/def2-TZVPD",
  "species": ["C", "C", "N", "C", "C", "C", "F", "F", "F", "C", "C", "P", "N", "P", "N", "O", "O", "C", "O", "S", "O", "O", "H", "H", "H", "H", "H", "H", "H", "H", "H", "H", "H", "H", "H", "H", "H", "H", "C", "C", "N", "H", "H", "H", "C", "C", "N", "H", "H", "H", "C", "C", "N", "H", "H", "H", "C", "C", "N", "H", "H", "H", "C", "C", "N", "H", "H", "H"],
  "coordinates": [[-3.347, 0.362, -0.286], [-3.486, -0.054, -1.741], [-4.299, -0.998, -1.991], [-2.702, 0.701, -2.814], [-1.307, 0.126, -3.147], [-0.702, 1.074, -4.227], [-1.340, 0.962, -5.402], [-0.839, 2.364, -3.849], [0.603, 0.874, -4.413], [-0.365, 0.155, -1.903], [0.028, -1.234, -1.324], [0.129, -1.015, 0.581], [-1.013, -1.857, 1.273], [1.733, -1.710, -1.777], [2.693, -0.556, -1.386], [1.901, -1.970, -3.356], [2.098, -3.113, -0.994], [-1.030, -2.318, -1.548], [-1.228, -2.699, -2.932], [-1.435, -1.510, -3.977], [-2.738, -1.646, -4.565], [-0.425, -1.648, -4.980], [-4.185, -0.025, 0.294], [-3.457, 1.444, -0.280], [-2.404, 0.057, 0.163], [-4.325, -1.158, -3.002], [-3.271, 0.746, -3.749], [-2.624, 1.740, -2.480], [-0.882, 0.675, -1.094], [0.562, 0.709, -2.070], [0.064, 0.367, 0.812], [1.400, -1.467, 0.892], [-0.563, -2.537, 1.879], [3.361, -0.914, -0.705], [1.842, -2.914, -3.561], [1.408, -3.739, -1.273], [-1.985, -2.097, -1.069], [-0.679, -3.221, -1.039], [-3.779, 4.701, 1.119], [-2.925, 3.526, 1.192], [-2.253, 2.597, 1.251], [-3.761, 5.263, 2.052], [-3.467, 5.376, 0.326], [-4.816, 4.427, 0.924], [3.257, 0.125, 4.145], [2.179, -0.186, 3.227], [1.337, -0.446, 2.491], [2.953, 0.878, 4.870], [3.570, -0.762, 4.699], [4.127, 0.511, 3.612], [5.501, -4.548, -0.376], [5.448, -3.201, 0.169], [5.402, -2.137, 0.596], [4.942, -5.245, 0.246], [5.076, -4.581, -1.378], [6.528, -4.906, -0.437], [-3.086, 8.690, 1.778], [-3.572, 8.022, 0.581], [-3.955, 7.496, -0.364], [-2.364, 8.070, 2.308], [-2.597, 9.631, 1.531], [-3.904, 8.910, 2.463], [3.789, -4.476, 5.371], [3.741, -3.142, 5.947], [3.704, -2.089, 6.401], [3.222, -5.183, 5.975], [3.369, -4.484, 4.366], [4.814, -4.838, 5.307]],
  "nbo_charge": [-0.665, 0.295, -0.608, -0.498, -0.342, 0.995, -0.312, -0.328, -0.301, -0.446, -0.783, 1.389, -1.346, 2.239, -1.364, -0.951, -0.967, -0.111, -0.693, 2.363, -0.935, -0.916, 0.243, 0.217, 0.228, 0.350, 0.255, 0.247, 0.246, 0.285, -0.023, -0.015, 0.372, 0.394, 0.502, 0.485, 0.253, 0.206, -0.734, 0.303, -0.352, 0.244, 0.280, 0.259, -0.741, 0.405, -0.446, 0.260, 0.284, 0.262, -0.723, 0.301, -0.342, 0.250, 0.260, 0.255, -0.727, 0.300, -0.342, 0.256, 0.261, 0.258, -0.725, 0.313, -0.354, 0.260, 0.258, 0.258],
  "gap_ha": 0.3058
}